[1]
{
  "formula": "C5H7NO",
  "method": "ωB97M-V with the def2-TZVPD basis set",
  "e_homo_ha": -0.3486,
  "gap_ev": 10.12,
  "spin_multiplicity": 1,
  "molar_mass_da": 97.117,
  "smiles": "C=C(O)[C@@H](C)C#N",
  "elements": ["C", "C", "O", "C", "C", "C", "N", "H", "H", "H", "H", "H", "H", "H"],
  "xyz": [[-1.9250, 0.4293, -0.0195], [-0.6707, 0.3921, -0.4633], [-0.1854, 1.2529, -1.4009], [0.4012, -0.6123, -0.0855], [1.7606, 0.0237, 0.2503], [-0.0503, -1.4654, 1.0212], [-0.3840, -2.1260, 1.9097], [-2.6307, 1.1320, -0.4556], [-2.2890, -0.2281, 0.7584], [-0.8581, 1.9336, -1.5393], [0.5425, -1.2622, -0.9603], [1.6920, 0.6518, 1.1422], [2.5033, -0.7586, 0.4312], [2.0935, 0.6374, -0.5885]],
  "forces_ev_per_a": [[0.1, 0.0, 0.0], [-0.2, -0.1, 0.2], [-0.1, 0.2, -0.1], [0.0, 0.0, 0.0], [0.1, 0.1, 0.0], [-0.3, -0.6, 0.8], [0.3, 0.6, -0.9], [0.1, 0.0, 0.1], [0.1, 0.0, -0.1], [0.2, -0.1, -0.1], [-0.1, 0.1, 0.1], [0.0, -0.1, -0.1], [-0.1, 0.1, 0.0], [-0.1, -0.1, 0.1]],
  "mulliken_charge": [-1.134, 0.424, -0.482, 0.833, -1.314, 0.007, -0.464, 0.239, 0.311, 0.327, 0.188, 0.336, 0.375, 0.353]
}

=====

[2]
{
  "formula": "C5H7NO",
  "method": "ωB97M-V with the def2-TZVPD basis set",
  "e_homo_ha": -0.2967,
  "gap_ev": 8.94,
  "spin_multiplicity": 1,
  "molar_mass_da": 97.117,
  "elements": ["C", "C", "C", "O", "C", "N", "C", "H", "H", "H", "H", "H", "H", "H"],
  "xyz": [[-1.3641, -0.3320, 0.2634], [-0.3015, 0.4421, -0.4481], [0.5863, 1.3969, 0.3510], [1.4554, 0.4715, 0.9873], [1.1940, -0.5947, 0.0870], [0.7156, -1.7830, 0.5090], [-0.3927, -1.3773, -0.2026], [-1.4072, -0.1987, 1.3433], [-2.3420, -0.3593, -0.2142], [-0.4852, 0.6723, -1.4941], [0.0416, 1.9881, 1.0960], [1.1341, 2.0710, -0.3231], [1.8400, -0.5318, -0.8009], [-0.6743, -1.8651, -1.1540]],
  "forces_ev_per_a": [[-0.1, 0.0, 0.1], [-0.2, 0.3, -0.1], [-0.1, 0.2, -0.1], [0.0, -0.1, 0.1], [0.5, -0.2, -0.1], [0.0, 0.1, 0.0], [-0.4, -0.2, -0.2], [0.1, 0.0, -0.2], [0.2, 0.0, 0.0], [0.0, 0.0, 0.2], [0.1, -0.1, -0.1], [-0.1, -0.1, 0.1], [-0.1, 0.0, 0.1], [0.1, 0.0, 0.1]],
  "mulliken_charge": [-0.708, -0.188, -0.555, -0.401, 0.161, -0.828, 0.121, 0.259, 0.316, 0.444, 0.299, 0.294, 0.459, 0.327]
}

=====

[3]
{
  "formula": "C5H7NO",
  "method": "ωB97M-V with the def2-TZVPD basis set",
  "e_homo_ha": -0.3080,
  "gap_ev": 9.24,
  "spin_multiplicity": 1,
  "molar_mass_da": 97.117,
  "smiles": "CC1=CNC(=O)C1",
  "elements": ["C", "C", "C", "N", "C", "O", "C", "H", "H", "H", "H", "H", "H", "H"],
  "xyz": [[-1.8786, 0.6381, -0.2091], [-0.4481, 0.2601, -0.1122], [0.5805, 1.0592, 0.1683], [1.7878, 0.3338, 0.2151], [1.4787, -1.0204, 0.3469], [2.1491, -1.8847, 0.8569], [0.0917, -1.1359, -0.2815], [-2.1959, 0.6004, -1.2562], [-2.0250, 1.6535, 0.1728], [-2.5134, -0.0459, 0.3669], [0.5657, 2.1056, 0.4500], [2.6625, 0.7608, 0.4715], [-0.5244, -1.9274, 0.1491], [0.2693, -1.3971, -1.3385]],
  "forces_ev_per_a": [[-0.1, 0.0, -0.1], [0.1, 0.2, 0.0], [-0.2, 0.0, 0.0], [0.1, 0.0, 0.2], [0.2, -0.2, 0.0], [0.1, 0.3, -0.4], [0.0, -0.1, 0.1], [-0.2, 0.0, 0.1], [-0.1, -0.1, -0.1], [0.1, 0.1, -0.1], [0.0, -0.1, -0.3], [0.0, -0.3, 0.3], [0.2, 0.1, 0.1], [-0.1, 0.1, 0.2]],
  "mulliken_charge": [-1.187, 0.547, -0.639, -0.068, 0.210, -0.588, -0.291, 0.268, 0.324, 0.304, 0.364, 0.226, 0.316, 0.214]
}

=====

[4]
{
  "formula": "C5H7NO",
  "method": "ωB97M-V with the def2-TZVPD basis set",
  "e_homo_ha": -0.3469,
  "gap_ev": 10.43,
  "spin_multiplicity": 1,
  "molar_mass_da": 97.117,
  "smiles": "C[C@]12N[C@H]1CC2=O",
  "elements": ["C", "C", "N", "C", "C", "C", "O", "H", "H", "H", "H", "H", "H", "H"],
  "xyz": [[1.7961, -0.6894, -0.1792], [0.4816, 0.0178, -0.0789], [0.3618, 1.1715, 0.8071], [-0.5880, 0.1163, 1.0039], [-1.7311, 0.2659, -0.0027], [-0.6557, -0.0651, -1.0593], [-0.7300, -0.5691, -2.1500], [1.6788, -1.6823, -0.6225], [2.2516, -0.7807, 0.8111], [2.4777, -0.1092, -0.8102], [-0.0522, 1.9892, 0.3671], [-0.5940, -0.4548, 1.9263], [-2.1674, 1.2691, -0.0256], [-2.5292, -0.4793, 0.0127]],
  "forces_ev_per_a": [[0.0, 0.0, 0.0], [0.2, -0.2, -0.2], [-0.1, 0.2, 0.0], [-0.1, -0.2, 0.3], [-0.2, 0.0, 0.0], [0.0, -0.1, -0.4], [0.0, 0.3, 0.4], [0.0, 0.1, 0.1], [-0.1, 0.0, -0.1], [-0.1, -0.1, 0.1], [0.0, 0.0, 0.0], [0.0, 0.2, -0.1], [0.0, -0.1, 0.0], [0.2, 0.0, 0.0]],
  "mulliken_charge": [-1.124, 0.648, -0.566, -0.120, -0.706, 0.363, -0.581, 0.298, 0.339, 0.267, 0.271, 0.380, 0.252, 0.279]
}

=====

[5]
{
  "formula": "C5H7NO",
  "method": "ωB97M-V with the def2-TZVPD basis set",
  "e_homo_ha": -0.3496,
  "gap_ev": 10.52,
  "spin_multiplicity": 1,
  "molar_mass_da": 97.117,
  "elements": ["C", "N", "C", "O", "C", "C", "C", "H", "H", "H", "H", "H", "H", "H"],
  "xyz": [[2.3318, 0.4468, 0.4757], [1.5341, -0.7538, 0.3421], [0.3426, -0.6428, -0.0159], [-0.5154, -1.7157, -0.1968], [-1.5116, -0.8295, -0.7328], [-1.9625, 0.1171, 0.3086], [-0.6707, 0.3829, -0.4513], [1.7565, 1.3820, 0.4082], [2.8448, 0.4343, 1.4420], [3.1057, 0.4513, -0.2998], [-2.0420, -1.1496, -1.6205], [-1.9326, -0.1815, 1.3514], [-2.7738, 0.7865, 0.0384], [-0.5068, 1.2720, -1.0493]],
  "forces_ev_per_a": [[0.1, 0.2, 0.0], [-0.5, 0.1, -0.1], [0.5, 0.0, 0.2], [0.0, -0.1, 0.0], [-0.3, 0.0, -0.2], [-0.1, 0.1, 0.2], [0.2, 0.2, -0.2], [0.0, -0.1, 0.0], [-0.1, 0.0, -0.1], [-0.1, 0.0, 0.1], [0.1, 0.1, 0.1], [0.0, 0.0, -0.1], [0.1, -0.1, 0.0], [0.0, -0.2, 0.2]],
  "mulliken_charge": [-0.760, -0.521, 0.594, -0.408, -0.178, -0.537, -0.212, 0.289, 0.265, 0.255, 0.351, 0.210, 0.260, 0.392]
}

=====

[6]
{
  "formula": "C5H7NO",
  "method": "ωB97M-V with the def2-TZVPD basis set",
  "e_homo_ha": -0.3866,
  "gap_ev": 11.23,
  "spin_multiplicity": 1,
  "molar_mass_da": 97.117,
  "smiles": "N#CCC1(O)CC1",
  "elements": ["N", "C", "C", "C", "O", "C", "C", "H", "H", "H", "H", "H", "H", "H"],
  "xyz": [[-2.3636, -0.9312, -0.6686], [-1.4097, -0.6203, -1.2451], [-0.0259, -0.2052, -1.4433], [0.5481, -0.0232, -0.0196], [1.9209, -0.2902, 0.0464], [0.0729, 1.1358, 0.7884], [-0.3485, -0.2623, 1.1818], [0.0377, 0.7151, -2.0345], [0.5289, -0.9830, -1.9782], [2.0505, -1.2207, 0.2710], [0.8177, 1.6402, 1.3975], [-0.6616, 1.7951, 0.3302], [-1.4031, -0.5707, 1.0366], [0.1321, -0.7021, 2.0489]],
  "forces_ev_per_a": [[0.2, 0.1, -1.5], [-0.9, -0.3, 0.6], [0.0, 0.0, 0.0], [-0.3, 0.1, 0.0], [0.0, -0.2, 0.2], [0.0, 0.2, 0.0], [0.0, -0.2, 0.2], [0.0, -0.2, 0.1], [-0.1, 0.1, 0.1], [0.0, 0.1, -0.1], [-0.1, -0.1, -0.1], [0.0, -0.2, 0.1], [1.2, 0.3, 0.3], [0.1, 0.2, 0.0]],
  "mulliken_charge": [-0.536, 0.451, -0.682, 0.734, -0.574, -0.641, -0.833, 0.281, 0.328, 0.367, 0.303, 0.225, 0.307, 0.269]
}

=====

[7]
{
  "formula": "C5H7NO",
  "method": "ωB97M-V with the def2-TZVPD basis set",
  "e_homo_ha": -0.3469,
  "gap_ev": 10.40,
  "spin_multiplicity": 1,
  "molar_mass_da": 97.117,
  "smiles": "C[C@]12N[C@H]1CC2=O",
  "elements": ["C", "C", "N", "C", "C", "C", "O", "H", "H", "H", "H", "H", "H", "H"],
  "xyz": [[-1.8918, 0.0848, 0.0836], [-0.4347, -0.2531, 0.0585], [0.2308, -1.1410, 1.0115], [0.7114, 0.2181, 0.9084], [1.6137, 0.4492, -0.3046], [0.4663, -0.1393, -1.1519], [0.2999, -0.3230, -2.3270], [-2.0634, 0.8958, -0.6325], [-2.1929, 0.4306, 1.0761], [-2.5231, -0.7593, -0.2059], [0.8420, -1.8300, 0.5749], [0.6530, 0.8388, 1.7963], [2.6147, 0.0114, -0.3371], [1.6741, 1.5170, -0.5504]],
  "forces_ev_per_a": [[0.0, 0.0, 0.0], [-0.3, 0.1, -0.2], [0.1, -0.2, -0.1], [0.1, 0.3, 0.2], [0.2, 0.0, 0.0], [-0.1, -0.1, -0.4], [0.1, 0.1, 0.5], [-0.1, -0.1, 0.1], [0.0, -0.1, -0.1], [0.1, 0.1, 0.0], [-0.1, 0.1, 0.0], [0.0, 0.0, -0.2], [-0.1, 0.0, 0.0], [0.1, -0.2, 0.0]],
  "mulliken_charge": [-1.126, 0.913, -0.593, -0.313, -0.483, 0.089, -0.570, 0.304, 0.326, 0.267, 0.268, 0.374, 0.291, 0.254]
}

=====

[8]
{
  "formula": "C5H7NO",
  "method": "ωB97M-V with the def2-TZVPD basis set",
  "e_homo_ha": -0.3390,
  "gap_ev": 9.88,
  "spin_multiplicity": 1,
  "molar_mass_da": 97.117,
  "elements": ["C", "C", "C", "C", "C", "H", "H", "H", "H", "H", "H", "H", "N", "O"],
  "xyz": [[0.0207, -0.2745, -0.8786], [0.8635, 0.5150, 0.2023], [-1.0071, -0.2871, 0.2246], [-0.2476, -1.0968, 1.2393], [0.9095, -0.5090, 1.2884], [-0.1458, 0.7552, -2.9458], [0.3133, -1.2144, -1.4736], [1.7065, 1.1522, 0.0300], [-1.1350, 1.5988, -0.0416], [-2.0352, -0.0387, -0.0677], [-0.6671, -2.0677, 1.7483], [1.9145, -0.6097, 1.7994], [-0.6640, 1.1630, 0.7071], [0.1738, 0.9137, -1.8322]],
  "forces_ev_per_a": [[3.1, 2.6, -2.6], [-3.0, -0.3, 1.5], [-1.2, 2.8, -0.1], [-3.3, -4.0, 1.8], [3.9, 0.8, 0.4], [1.1, 0.3, 5.2], [-0.2, 1.2, 1.4], [0.2, 0.3, -0.4], [0.3, 1.9, -1.4], [-0.4, -2.3, 0.5], [1.0, 2.3, -0.8], [-1.8, -0.6, -0.2], [3.0, -3.0, -0.1], [-2.8, -1.8, -5.1]],
  "mulliken_charge": [0.099, -0.347, -0.151, -0.693, -0.242, 0.309, 0.317, 0.523, 0.321, 0.470, 0.278, 0.306, -0.594, -0.597]
}

=====

no.,calculated total energy (a.u.),maximum force (hartree/bohr),LUMO level (eV)
1,-324.687224,0.02192,0.6
2,-324.530613,0.00982,0.9
3,-324.715278,0.01021,0.9
4,-324.652516,0.01040,1.0
5,-324.629275,0.01054,1.0
6,-324.655843,0.02991,0.7
7,-324.650731,0.01073,1.0
8,-324.498252,0.11846,0.7